(1)
Computed, not measured: a 2-piece molecular cluster, C6H18NO3P2S overall, with ωB97M-V with the def2-TZVPD basis set.

Geometry as XYZ:
```
31
Properties=species:S:1:pos:R:3:forces:R:3
C -3.15994 -0.35082 -0.30097 0.2 0.1 0.2
C -2.45696 -1.19022 0.71981 -0.2 -0.4 0.4
N -3.09553 -2.03031 1.42271 0.2 0.3 -0.2
C -0.93425 -1.02059 0.84483 -0.5 -0.4 -0.1
P -0.39739 0.28905 1.95385 0.4 -0.2 -0.1
P -1.36356 2.22560 1.61899 0.1 1.4 -1.4
O -2.90611 2.10448 1.91724 0.1 -0.4 0.5
O -0.73772 3.06800 2.80905 -0.2 -0.3 0.3
S -0.94004 2.88666 -0.11512 0.0 -0.6 0.2
H -4.02572 -0.88001 -0.67465 -0.1 -0.1 -0.1
H -3.50755 0.57148 0.15666 -0.1 0.1 0.0
H -2.48498 -0.07804 -1.10544 0.0 0.0 -0.2
H -2.48769 -2.54129 2.06107 0.0 -0.1 0.1
H -0.51574 -1.94087 1.24890 0.2 -0.1 0.1
H -0.47845 -0.88267 -0.13228 0.2 0.3 0.0
H 0.96328 0.51466 1.70739 0.0 0.1 0.0
H -0.49447 -0.10094 3.29484 -0.1 -0.1 0.0
H -3.14086 2.34755 2.82508 -0.2 0.0 0.1
H -0.50039 3.93454 2.44093 0.2 0.2 0.2
C 3.65669 0.12303 -2.48752 0.1 0.1 0.1
C 2.94150 -0.63507 -1.38375 -0.1 0.0 -0.4
C 1.94259 -1.63401 -1.94613 -0.1 0.0 0.2
O 2.27401 0.29047 -0.50783 -0.3 -0.1 0.4
H 2.94057 0.68975 -3.08884 0.0 -0.1 0.0
H 4.36576 0.83443 -2.06594 0.0 0.0 0.0
H 4.19616 -0.55694 -3.14584 0.0 0.0 0.0
H 3.67111 -1.15689 -0.76528 0.0 0.1 0.1
H 1.17592 -1.11828 -2.53293 0.1 0.0 -0.1
H 1.43830 -2.17126 -1.13933 0.1 -0.1 0.0
H 2.43087 -2.36423 -2.58960 0.0 0.0 0.0
H 1.63061 0.77274 -1.03991 0.1 0.1 -0.1
```
Forces are in eV/Å.

Results
**Total charge**: +1
**Orbital gap**: 9.94 eV

Atom charges from the Löwdin analysis, given in e for atoms 1 to 2: atom 1 (C): -0.040, atom 2 (C): -0.473

(2)
Computed, not measured: a 2-piece molecular cluster, Cl2HNOS overall, with ωB97M-V with the def2-TZVPD basis set.

Geometry as XYZ:
```
6
Properties=species:S:1:pos:R:3:forces:R:3
N -2.03879 -0.07250 -0.13201 0.3 0.8 0.1
O 0.16505 1.12724 0.36147 1.6 0.2 0.5
S -1.19928 1.22180 -0.02346 -2.1 -1.2 -0.6
Cl -1.40071 -1.59489 0.25485 0.1 0.4 -0.1
Cl 2.36633 -0.96845 -0.13991 0.1 0.3 -0.1
H 2.10740 0.28680 -0.32095 0.0 -0.5 0.1
```
Forces are in eV/Å.

Results
**Orbital gap**: 9.69 eV

Atom charges from the Löwdin analysis, given in e for atoms 1 to 2: atom 1 (N): -0.826, atom 2 (O): -0.554

(3)
Computed, not measured: one molecule with the formula C13H13N3O4, with ωB97M-V with the def2-TZVPD basis set.

Geometry as XYZ:
```
33
Properties=species:S:1:pos:R:3:forces:R:3
C 0.77663 0.36332 3.44163 -0.2 0.1 -0.3
C 0.33184 1.15584 2.22285 0.2 0.3 0.4
H -0.26127 2.02429 2.52506 0.1 -0.1 -0.1
H 1.18658 1.47414 1.62276 -0.1 0.0 0.0
O -0.45302 0.34523 1.33926 0.1 -0.2 -0.1
C -1.75542 0.25401 1.57386 -0.4 -0.3 -0.2
O -2.34698 0.79327 2.46601 -0.1 0.1 0.2
C -2.42359 -0.62826 0.50757 0.1 0.0 0.6
N -2.44923 0.05702 -0.75686 0.1 0.0 -0.3
C -3.51523 0.73120 -1.25577 -0.2 0.0 -0.1
N -3.21908 1.40479 -2.33098 -0.6 0.3 -0.1
C -1.89861 1.20530 -2.53756 0.4 -0.4 0.4
C -1.38198 0.36830 -1.57291 -0.2 0.4 -0.5
C -0.02303 -0.11717 -1.41902 0.4 -0.2 -0.1
C 1.03299 0.79149 -1.54244 -0.2 -0.2 0.0
C 2.33718 0.37739 -1.38872 0.4 -0.3 0.0
C 2.59965 -0.96209 -1.11840 -1.3 0.4 -0.2
C 1.56555 -1.88797 -1.03334 0.4 0.0 0.1
C 0.26349 -1.46510 -1.18714 0.0 0.3 -0.1
H -0.53496 -2.19103 -1.15836 -0.1 -0.1 0.0
H 1.80255 -2.92510 -0.85078 0.0 0.0 0.0
N 3.95588 -1.39542 -0.92936 0.6 -0.2 0.1
O 4.83265 -0.55977 -1.01255 0.2 0.1 0.0
O 4.14517 -2.57099 -0.69119 0.1 -0.2 0.0
H 3.16186 1.06978 -1.46401 0.0 0.0 0.0
H 0.81182 1.82883 -1.74063 0.0 0.1 0.0
H -1.39611 1.63735 -3.37945 0.2 0.0 -0.2
H -4.48639 0.69445 -0.80426 -0.2 -0.1 0.2
H -1.86611 -1.56416 0.43322 -0.2 0.1 0.0
H -3.45081 -0.82807 0.81940 0.2 0.0 0.0
H 1.42209 0.98087 4.05883 0.1 0.1 0.1
H -0.08791 0.06292 4.02869 0.0 0.0 0.1
H 1.32380 -0.52469 3.13458 0.1 -0.1 0.0
```
Forces are in eV/Å.

Results
**Orbital gap**: 8.10 eV
**SMILES string**: CCOC(=O)Cn1cncc1-c1ccc([N+](=O)[O-])cc1

Atom charges from the Löwdin analysis, given in e for atoms 1 to 2: atom 1 (C): -0.053, atom 2 (C): -0.195

(4)
Computed, not measured: one molecule with the formula C3H4ClF, with ωB97M-V with the def2-TZVPD basis set.

Geometry as XYZ:
```
9
Properties=species:S:1:pos:R:3:forces:R:3
C -0.86957 -0.34066 0.45520 -3.2 -0.3 -2.8
C 0.52248 -0.13357 0.27913 4.3 1.7 0.6
C 1.20132 0.31131 -0.83314 -3.1 -1.4 2.0
H -1.11407 -1.25446 1.01586 -0.1 0.3 -0.4
H 0.81774 -0.17200 1.35488 1.3 0.0 -1.0
H 2.18942 0.61885 -1.13896 0.1 -0.2 0.9
H 0.43032 0.31452 -1.56951 0.1 0.3 -1.4
F -1.54107 -0.37187 -0.82582 0.6 -0.6 1.4
Cl -1.63657 1.02787 1.26235 -0.1 0.2 0.6
```
Forces are in eV/Å.

Results
**Orbital gap**: 10.95 eV
**SMILES string**: C=C[C@H](F)Cl

Atom charges from the Löwdin analysis, given in e for atoms 1 to 2: atom 1 (C): -0.732, atom 2 (C): -0.228

(5)
Computed, not measured: a 2-piece molecular cluster, CH8N4 overall, with ωB97M-V with the def2-TZVPD basis set.

Geometry as XYZ:
```
13
Properties=species:S:1:pos:R:3:forces:R:3
C -0.80476 -1.30211 -0.33683 -0.3 -1.5 -0.9
N -0.02505 -0.46063 0.57662 1.2 0.2 0.2
N 2.09845 0.43476 -0.03385 0.3 -0.6 0.0
N -1.19297 -0.04645 0.18400 -0.6 0.5 0.0
N -1.76832 1.06527 -0.05968 -0.3 1.4 -0.1
H -0.43485 -1.38279 -1.36034 0.1 0.3 0.2
H -1.36937 -2.16580 0.02381 0.1 0.2 0.2
H 0.29173 -0.62358 1.53452 -0.4 0.1 0.2
H 2.32638 1.35560 0.32703 -0.2 0.2 0.0
H 2.29941 0.34791 -1.02594 -0.2 0.2 -0.1
H -2.47879 1.15345 -0.79476 0.1 -0.5 0.2
H 2.62977 -0.27853 0.46288 0.0 0.0 0.1
H -1.57161 1.90292 0.50255 0.0 -0.5 0.1
```
Forces are in eV/Å.

Results
**Total charge**: +2
**Orbital gap (spin up / spin down)**: 9.46 / 7.06 eV

Atom charges from the Löwdin analysis, given in e for atoms 1 to 2: atom 1 (C): 0.108, atom 2 (N): 0.186

Number 1: F_max 2.0 eV/Å, electronic energy -43553.8592 eV. Number 2: F_max 2.5 eV/Å, electronic energy -39432.0385 eV. Number 3: F_max 1.4 eV/Å, electronic energy -26349.8423 eV. Number 4: F_max 4.7 eV/Å, electronic energy -18414.0992 eV. Number 5: F_max 1.7 eV/Å, electronic energy -7102.8914 eV.